# C6H4ClF3O2

An isolated molecule of C6H4ClF3O2 (ωB97M-V with the def2-TZVPD basis set, the OMol25 dataset).

The LUMO energy comes out at -0.570 eV. Its energy is -31054.2221 eV. The orbital gap comes out at 8.83 eV. The SMILES is COC(=O)/C=C(F)/C(F)=C(\F)Cl. For the highest occupied orbital energy, the calculation gives -9.395 eV.

Geometry as XYZ:
```
16
Properties=species:S:1:pos:R:3:mulliken_charge:R:1
C -3.53185 -0.01725 -0.98354 0.5909
C -4.60037 0.85561 -1.42869 0.2168
C -1.13382 -0.49473 -0.29504 0.6602
C -2.26505 0.45666 -0.66836 -0.6712
C -4.42403 2.08282 -1.99065 0.2119
C 1.08944 -0.49237 0.45934 -0.7091
O -1.05551 -1.69472 -0.44212 -0.5701
O -0.14721 0.22580 0.25235 -0.3027
F -3.72558 -1.29865 -0.85441 -0.2374
F -5.87062 0.38679 -1.26319 -0.2591
F -3.20193 2.50417 -2.33719 -0.2057
Cl -5.72610 3.23892 -2.21520 -0.1264
H -1.98014 1.44450 -0.78405 0.5160
H 1.28127 -0.88789 -0.42069 0.3623
H 0.85356 -1.24059 1.23119 0.2843
H 1.65439 0.33741 0.76590 0.2393
```